Formula: C34H50AuBN7O3S
Source: the Open Molecules 2025 dataset
Level of theory: the ωB97M-V functional and the def2-TZVPD basis

Last column: Mulliken charge in e.
Geometry (Å):
Au  1.557  -0.172  0.960  0.647
C  2.249  3.762  -1.495  -1.480
C  0.965  3.770  -0.657  0.039
C  1.309  3.703  0.825  -0.906
C  0.046  2.687  -1.151  -0.234
C  -0.923  2.874  -2.140  -1.078
C  -1.449  1.627  -2.405  -0.067
C  -2.534  1.420  -3.435  0.341
C  -1.942  1.381  -4.850  -1.455
C  -3.542  0.296  -3.184  -1.397
N  -0.789  0.740  -1.613  0.366
N  0.095  1.407  -0.798  0.055
B  -0.937  -0.786  -1.464  1.298
N  -1.630  -1.012  -0.041  0.649
N  -1.500  -0.046  0.883  0.975
C  -2.283  -0.284  1.943  0.003
C  -2.922  -1.485  1.697  -0.428
C  -2.502  -1.912  0.433  -0.615
C  -2.972  -3.163  -0.251  -0.026
C  -3.971  -2.870  -1.375  -1.216
C  -1.815  -4.042  -0.719  -1.361
C  -2.414  0.602  3.142  -0.045
C  -3.176  1.889  2.822  -1.470
C  -1.097  0.845  3.851  -1.200
N  0.406  -1.572  -1.565  0.928
N  1.373  -1.514  -0.588  -1.086
C  2.368  -2.337  -0.926  0.232
C  2.048  -2.953  -2.123  -0.655
C  0.806  -2.478  -2.501  -0.220
C  0.186  -2.981  -3.798  0.503
C  0.175  -4.517  -3.810  -1.361
C  -1.175  -2.488  -4.258  -1.140
C  3.627  -2.559  -0.128  0.031
C  3.354  -3.056  1.293  -1.246
C  4.562  -1.347  -0.147  -1.257
H  2.891  4.600  -1.221  0.411
H  2.803  2.836  -1.323  0.250
H  2.027  3.833  -2.560  0.432
H  0.441  4.710  -0.846  0.466
H  1.996  2.876  1.008  -0.057
H  1.814  4.619  1.133  0.485
H  0.414  3.582  1.439  0.158
H  -1.210  3.802  -2.607  0.562
H  -3.100  2.353  -3.374  0.600
H  -1.197  0.597  -4.959  0.243
H  -2.728  1.210  -5.586  0.432
H  -1.453  2.326  -5.085  0.421
H  -3.173  -0.675  -3.509  -0.033
H  -3.811  0.224  -2.127  0.325
H  -4.452  0.501  -3.748  0.520
H  -1.684  -1.235  -2.253  -0.879
H  -3.614  -1.997  2.343  0.577
H  -3.510  -3.707  0.529  0.573
H  -3.474  -2.482  -2.264  0.089
H  -4.488  -3.789  -1.649  0.467
H  -4.719  -2.140  -1.064  0.382
H  -1.197  -3.524  -1.448  0.064
H  -1.177  -4.337  0.115  0.452
H  -2.205  -4.947  -1.187  0.487
H  -2.985  0.017  3.869  0.510
H  -2.618  2.506  2.116  0.217
H  -4.144  1.657  2.382  0.451
H  -3.342  2.471  3.730  0.432
H  -0.943  0.780  0.631  0.033
H  -1.269  1.384  4.784  0.506
H  -0.589  -0.097  4.068  0.501
H  2.652  -3.670  -2.652  0.522
H  0.907  -2.662  -4.558  0.738
H  -0.532  -4.906  -3.076  0.210
H  -0.137  -4.869  -4.793  0.446
H  1.152  -4.945  -3.596  0.411
H  -1.979  -2.892  -3.641  0.135
H  -1.246  -1.408  -4.260  -0.304
H  -1.339  -2.838  -5.278  0.596
H  4.140  -3.364  -0.661  0.309
H  2.851  -2.296  1.894  0.100
H  2.734  -3.953  1.284  0.336
H  4.296  -3.294  1.788  0.427
H  4.131  -0.493  0.381  0.119
H  5.501  -1.595  0.349  0.434
H  4.785  -1.034  -1.167  0.329
O  -0.254  1.636  2.976  0.186
C  1.037  1.652  3.310  0.106
N  1.899  0.954  2.659  -0.156
S  3.485  1.218  3.267  1.073
O  3.912  0.002  3.868  -0.623
O  4.237  1.850  2.236  -0.604
C  2.937  2.382  4.476  0.219
C  3.686  3.106  5.374  -0.727
C  2.997  3.994  6.198  -0.571
C  1.618  4.146  6.102  -0.836
C  0.879  3.409  5.185  -0.470
C  1.560  2.513  4.379  0.468
H  4.760  2.999  5.435  0.493
H  3.548  4.584  6.917  0.428
H  1.116  4.854  6.747  0.432
H  -0.191  3.542  5.092  0.569

HOMO-LUMO gap in eV: 7.58
Electronic energy in a.u.: -2493.2205
Charge: +1
Maximum force in eV Å⁻¹: 0.739



Formula: C17H31Cl2FK3MgN2NaO5S
Source: the Open Molecules 2025 dataset
Level of theory: the ωB97M-V functional and the def2-TZVPD basis

Last column: Mulliken charge in e.
Geometry (Å):
C  6.244  1.018  1.755  -0.909
C  5.969  2.204  0.687  0.200
C  5.882  1.684  -0.823  -0.916
C  4.401  1.142  -1.238  -0.121
C  4.436  -0.465  -1.175  -0.594
C  2.951  -1.073  -1.477  0.087
C  2.303  -1.361  -0.008  -0.552
C  0.742  -0.989  -0.155  -0.038
C  0.019  -2.256  -0.883  -0.216
C  -1.368  -1.716  -1.522  -0.732
C  -2.501  -1.473  -0.380  0.203
C  -3.763  -0.643  -0.955  -0.311
C  -4.629  -0.336  0.341  -1.060
C  -5.174  1.179  0.461  -0.434
C  -4.124  2.309  0.063  0.020
N  -3.419  3.149  -0.418  -0.498
C  -6.642  1.400  -0.288  -0.465
C  -6.739  2.885  -0.967  0.269
N  -6.941  3.945  -1.482  -0.416
H  5.613  1.150  2.708  0.244
H  7.343  1.114  2.090  0.346
H  6.147  -0.032  1.301  0.265
H  6.865  2.944  0.769  -0.363
H  5.004  2.730  1.031  0.420
H  6.073  2.583  -1.523  0.328
H  6.659  0.886  -1.089  0.398
H  4.217  1.438  -2.340  0.259
H  3.576  1.626  -0.606  0.089
H  4.732  -0.813  -0.127  -0.253
H  5.165  -0.873  -1.975  0.354
H  2.288  -0.336  -2.099  -0.231
H  3.060  -2.083  -2.004  0.335
H  2.413  -2.458  0.284  0.262
H  2.750  -0.636  0.774  0.248
H  0.232  -0.847  0.888  0.213
H  0.690  -0.030  -0.805  0.648
H  0.685  -2.607  -1.740  0.356
H  -0.129  -3.105  -0.130  0.125
H  -1.720  -2.450  -2.340  0.405
H  -1.121  -0.707  -2.033  0.339
H  -2.071  -0.972  0.553  -0.763
H  -2.858  -2.519  -0.044  0.141
H  -4.308  -1.368  -1.664  0.346
H  -3.471  0.264  -1.584  0.108
H  -5.582  -1.010  0.298  0.372
H  -4.060  -0.668  1.344  0.587
H  -5.400  1.349  1.600  0.736
H  -6.901  0.561  -1.013  0.403
H  -7.476  1.380  0.543  0.438
Mg  -0.718  0.342  0.997  0.629
F  6.146  -2.341  -1.585  -0.908
Cl  1.287  -0.092  -3.479  -0.653
K  -7.024  2.226  2.112  1.025
Cl  -3.355  0.616  1.939  -0.648
O  -2.439  -3.362  5.182  -0.823
S  -2.608  -1.904  4.969  1.142
O  -1.601  -1.437  3.974  -0.763
O  -2.410  -1.190  6.238  -0.743
O  -3.966  -1.637  4.451  -0.699
K  -1.340  -3.391  2.711  0.899
Na  7.605  3.991  2.185  0.951
K  -0.231  -1.071  -4.998  0.762
O  -2.419  2.022  -4.032  -0.965
H  -2.987  2.112  -3.269  0.123

HOMO-LUMO gap in eV: 2.47
Electronic energy in a.u.: -4732.0414
Maximum force in eV Å⁻¹: 10.473



Formula: C4H7N2S
Source: the Open Molecules 2025 dataset
Level of theory: the ωB97M-V functional and the def2-TZVPD basis

Last column: Mulliken charge in e.
Geometry (Å):
C  -1.693  -1.017  -0.941  0.036
C  1.203  -0.707  -0.362  0.429
C  -2.273  -0.275  1.246  -0.682
C  2.728  1.307  -0.337  -0.666
N  -2.342  -0.525  -0.102  -0.131
N  1.820  0.287  -0.461  0.013
S  0.244  -1.939  -0.586  -0.285
H  -1.804  -1.374  -1.970  0.405
H  -1.258  -0.306  1.486  0.331
H  -2.783  0.674  1.307  0.295
H  -2.955  -0.890  1.764  0.304
H  3.758  0.957  -0.601  0.318
H  2.792  1.830  0.633  0.302
H  2.566  1.978  -1.075  0.329

HOMO-LUMO gap in eV: 9.53
Electronic energy in a.u.: -663.9569
Charge: +1
Maximum force in eV Å⁻¹: 3.928



Formula: C5H14N
Source: the Open Molecules 2025 dataset
Level of theory: the ωB97M-V functional and the def2-TZVPD basis

Last column: Mulliken charge in e.
Geometry (Å):
C  -2.089  0.518  -0.727  -1.485
C  -1.119  -0.528  -0.189  0.668
C  -1.251  -0.899  1.305  -1.506
C  0.337  -0.301  -0.679  -0.849
C  1.237  0.243  0.418  -0.537
N  2.540  0.725  -0.191  -0.284
H  -2.437  0.275  -1.725  0.358
H  -2.947  0.612  -0.069  0.399
H  -1.662  1.529  -0.690  0.341
H  -1.400  -1.454  -0.687  0.197
H  -2.019  -1.655  1.419  0.392
H  -1.467  -0.028  1.926  0.389
H  -0.355  -1.400  1.637  0.367
H  0.305  0.479  -1.443  0.435
H  0.714  -1.243  -1.082  0.358
H  0.763  1.101  0.882  0.342
H  1.561  -0.478  1.165  0.328
H  3.203  1.125  0.479  0.365
H  2.450  1.426  -0.931  0.362
H  3.016  -0.068  -0.630  0.361

HOMO-LUMO gap in eV: 10.89
Electronic energy in a.u.: -253.4020
Charge: +1
Maximum force in eV Å⁻¹: 1.183
SMILES: CC(C)CC[NH3+]



Formula: C37H35F3N6O3SSbSeW
Source: the Open Molecules 2025 dataset
Level of theory: the ωB97M-V functional and the def2-TZVPD basis

Last column: Löwdin spin population.
Geometry (Å):
W  0.578  -0.303  -0.203  0.082
C  -1.665  -2.146  2.319  0.000
C  -0.762  -2.959  1.449  0.006
C  -0.596  -4.290  1.882  0.004
C  0.193  -5.162  1.199  0.007
C  0.705  -4.738  -0.024  0.002
C  0.437  -3.458  -0.454  0.005
N  -0.190  -2.515  0.306  0.010
Sb  0.769  -3.270  -2.545  0.001
C  2.269  -1.800  -2.914  0.000
C  3.326  -2.303  -3.650  0.000
C  4.380  -1.463  -3.979  0.000
C  4.289  -0.149  -3.604  0.000
C  3.170  0.312  -2.893  0.000
C  3.107  1.787  -2.644  0.000
N  2.188  -0.520  -2.511  -0.001
C  -0.934  -2.065  -2.900  0.000
C  -1.799  -2.630  -3.819  0.000
C  -2.924  -1.923  -4.211  0.000
C  -3.086  -0.672  -3.685  0.000
C  -2.172  -0.141  -2.758  0.001
C  -2.477  1.279  -2.392  0.000
N  -1.113  -0.856  -2.326  0.004
H  -1.586  -2.498  3.347  0.000
H  -1.482  -1.087  2.279  0.000
H  -2.689  -2.320  1.974  0.000
H  -1.069  -4.569  2.813  0.000
H  0.381  -6.162  1.572  0.000
H  1.249  -5.422  -0.661  0.000
H  3.335  -3.341  -3.956  0.000
H  5.240  -1.834  -4.523  0.000
H  5.067  0.560  -3.853  0.000
H  2.699  2.026  -1.672  0.000
H  4.103  2.217  -2.738  0.000
H  2.480  2.245  -3.407  0.000
H  -1.596  -3.612  -4.227  0.000
H  -3.630  -2.332  -4.923  0.000
H  -3.921  -0.048  -3.975  0.000
H  -3.557  1.383  -2.287  0.000
H  -2.177  1.909  -3.228  0.000
H  -2.010  1.612  -1.485  0.000
O  2.115  1.060  0.111  0.023
N  3.178  0.783  0.852  0.002
C  3.753  1.846  1.453  0.001
C  4.895  1.683  2.179  0.000
C  5.440  0.396  2.286  0.001
C  4.820  -0.666  1.686  0.004
C  3.634  -0.484  0.955  0.005
S  2.721  -1.728  0.232  0.005
H  3.217  2.771  1.299  0.000
H  5.344  2.537  2.662  0.000
H  6.342  0.236  2.861  0.000
H  5.202  -1.673  1.777  0.000
F  1.166  4.324  -2.777  0.000
C  0.156  3.456  -2.620  0.000
F  0.132  2.675  -3.713  0.000
F  -0.978  4.171  -2.613  0.000
C  0.316  2.680  -1.273  0.001
O  0.434  3.385  -0.299  0.001
O  0.295  1.405  -1.407  0.001
C  -4.864  0.238  0.222  0.000
C  -3.821  0.973  1.071  0.001
C  -3.947  2.490  0.871  0.001
C  -4.051  0.660  2.560  0.001
C  -2.464  0.538  0.697  0.005
C  -1.341  0.206  0.379  0.003
H  -5.872  0.542  0.517  0.000
H  -4.776  -0.842  0.352  0.000
H  -4.735  0.461  -0.840  0.000
H  -4.945  2.821  1.172  0.000
H  -3.794  2.770  -0.170  0.000
H  -3.207  3.015  1.477  0.000
H  -5.025  1.047  2.874  0.000
H  -3.275  1.122  3.174  0.001
H  -4.038  -0.415  2.743  0.000
Se  1.522  -1.564  2.991  0.152
N  0.765  -0.242  1.909  0.093
C  0.288  0.705  2.796  0.065
C  -0.172  1.984  2.465  -0.006
C  -0.657  2.820  3.447  0.091
C  -0.717  2.410  4.793  0.003
C  -0.246  1.176  5.154  0.068
C  0.298  0.315  4.170  0.014
N  0.847  -0.872  4.492  0.338
H  -0.126  2.318  1.446  -0.002
H  -0.993  3.812  3.171  0.006
H  -1.117  3.080  5.544  -0.002
H  -0.249  0.835  6.182  0.003

Multiplicity: 2
HOMO-LUMO gap (alpha / beta) in eV: 5.42 / 6.24
Electronic energy in a.u.: -5391.6327
Maximum force in eV Å⁻¹: 0.775
Expectation value of S²: 0.79



Formula: C6H8O3S2
Source: the Open Molecules 2025 dataset
Level of theory: the ωB97M-V functional and the def2-TZVPD basis

Last column: Mulliken charge in e.
Geometry (Å):
C  1.110  -0.314  -0.865  -1.032
C  0.472  1.027  1.232  -0.699
C  -0.174  -1.154  -1.003  -0.032
C  1.375  -0.099  0.620  0.011
C  -0.346  -1.872  0.303  -0.348
C  -0.952  0.866  0.945  -0.552
O  -0.592  1.965  -1.384  -0.631
O  -2.891  1.349  -0.753  -0.679
O  -1.319  -0.417  -1.353  -0.433
S  0.924  -1.683  1.382  -0.143
S  -1.493  1.085  -0.687  1.178
H  1.948  -0.842  -1.319  0.341
H  0.967  0.639  -1.370  0.465
H  0.658  1.077  2.306  0.395
H  0.835  1.947  0.759  0.353
H  -0.084  -1.888  -1.819  0.405
H  2.424  0.113  0.828  0.494
H  -1.140  -2.565  0.495  0.476
H  -1.721  0.765  1.681  0.430

HOMO-LUMO gap (alpha / beta) in eV: 6.42 / 8.73
Electronic energy in a.u.: -1255.4096
Maximum force in eV Å⁻¹: 1.571